(1)
49
Properties=species:S:1:pos:R:3:forces:R:3:mulliken_charge:R:1 method="wB97M-V/def2-TZVPD" homo_energy_ev=-7.240 charge=-1 de_lowest_kcal_mol=119.8
O -0.9939 0.2068 -2.2290 -0.202 0.587 -1.556 -0.889
C -0.1253 -0.4595 -1.6678 2.487 -2.170 1.657 0.747
O 1.0049 -0.8609 -2.1417 -2.230 0.109 0.808 -1.135
C -0.4589 -0.8748 -0.2235 -0.675 -2.494 -0.852 0.390
C 0.4458 -0.2579 0.7967 1.850 1.804 1.069 -0.172
C -0.3570 0.3749 1.9815 0.776 1.946 -0.852 0.133
C 0.5801 1.2847 2.8775 0.063 0.739 -3.652 -0.982
C 1.4633 2.3588 2.0935 -3.240 -1.398 -2.994 -0.993
H -1.5220 -0.7011 -0.0446 0.296 0.628 0.201 -0.313
H -0.4876 -2.0344 -0.1608 0.444 1.619 -0.718 0.385
H 1.2963 -0.9705 1.1743 -1.525 1.357 -0.646 -0.519
H 1.0285 0.6306 0.3008 -1.131 -1.835 0.973 0.344
H -1.1426 1.1314 1.5305 1.288 -1.639 0.755 0.149
H -0.8737 -0.3700 2.6012 0.155 0.477 -0.152 0.203
H -0.0765 1.7648 3.4845 -1.976 1.800 1.937 0.593
H 1.2197 0.8117 3.5375 1.412 -1.690 1.041 0.402
H 2.2228 1.7559 1.5520 -0.696 0.609 -0.547 0.227
H 0.7769 3.1501 1.3698 2.074 -2.496 1.908 0.036
H 2.0631 2.9078 2.7097 1.090 1.819 2.093 0.550
H 1.5818 0.8862 -4.2905 -1.883 -0.111 -0.976 0.378
H 2.0838 -0.0322 -3.1739 -1.656 -2.706 1.580 0.434
O 2.2598 0.6850 -3.6950 4.092 3.545 -1.109 -0.694
H -1.2891 3.1939 -1.6419 -0.369 0.872 0.263 0.390
H 0.0344 3.6674 -1.1458 -0.235 0.508 -0.012 0.306
O -0.8555 4.0187 -1.3253 0.527 -1.222 -0.200 -0.684
H -1.4563 -2.1075 2.1307 2.098 -1.613 0.234 0.386
H -0.1002 -2.2161 1.3531 -1.282 -1.588 2.576 0.437
O -0.5886 -2.6629 2.1648 -1.022 2.399 -2.369 -0.771
H -3.1688 1.4202 -2.2842 0.331 0.284 0.683 0.320
H -1.7750 1.2788 -1.5079 -3.622 0.850 -0.075 0.339
O -2.7910 1.7415 -1.4391 2.446 -1.041 -0.424 -0.811
H 2.0032 -1.5768 3.4381 2.190 1.713 -1.086 0.280
H 0.7821 -2.2538 3.3461 0.240 -0.637 1.233 0.483
O 1.5522 -2.1729 3.9762 -2.367 -1.169 0.019 -0.725
H -0.6333 -0.2756 -3.9591 -0.269 0.369 0.589 0.359
H 0.5755 -1.0044 -4.4666 0.382 -0.379 0.233 0.324
O -0.0827 -0.3722 -4.7330 -0.278 0.060 -1.493 -0.760
H 3.3257 0.4709 -1.2672 0.662 0.098 1.007 0.279
H 2.2703 -0.4581 -1.2379 0.348 -0.139 1.935 0.454
O 2.9696 -0.1044 -0.5557 -0.537 0.232 -3.035 -0.801
H -3.3698 -0.6885 -0.7248 -0.291 -1.788 -1.270 0.307
H -2.6387 -1.0952 -1.8759 2.752 0.882 -2.373 0.404
O -3.3454 -1.4376 -1.4164 -2.582 0.808 3.218 -0.708
H 2.6645 -3.0507 0.5313 1.403 1.403 1.533 0.319
H 3.2230 -1.7217 0.2885 0.487 2.621 -1.995 0.281
O 3.2226 -2.3215 0.9855 -1.758 -4.149 0.638 -0.649
H -4.2801 0.1817 0.8079 -0.121 0.927 -0.097 0.297
H -4.3762 -1.2922 0.9228 0.106 -0.313 0.141 0.311
O -3.8612 -0.5481 1.2531 -0.055 -0.485 0.157 -0.643

(2)
53
Properties=species:S:1:pos:R:3:forces:R:3:mulliken_charge:R:1 method="wB97M-V/def2-TZVPD" homo_energy_ev=-7.359 charge=-1 de_lowest_kcal_mol=35.4
B -21.7205 -6.1604 -17.0726 0.814 0.320 0.787 1.232
F -22.9033 -6.7577 -16.8033 -1.498 -0.509 0.161 -0.193
F -21.0033 -5.8776 -15.9035 0.365 -0.554 0.480 -0.476
F -21.0034 -6.9590 -17.9443 0.645 0.272 -0.400 -0.373
F -21.9446 -4.8950 -17.5960 -0.235 1.110 -1.170 -0.559
C -19.6715 -8.6594 -14.6537 1.609 0.136 -0.422 -0.601
O -19.9895 -10.0498 -14.6357 -1.251 0.210 0.840 -0.527
H -18.5938 -8.6656 -14.8169 0.086 0.861 -0.427 0.323
H -20.1968 -8.0028 -15.3472 -0.044 -0.794 -0.688 0.310
H -19.7890 -8.0603 -13.7506 -0.407 -1.061 0.853 0.281
H -19.3884 -10.5658 -15.1778 0.020 0.567 -0.102 0.298
C -22.8359 -1.2175 -17.6809 -0.532 0.388 -0.565 -0.416
O -24.0225 -0.6775 -18.3170 0.467 -0.093 0.268 -0.560
H -22.5326 -2.0614 -18.3004 -0.040 -0.111 0.274 0.070
H -22.0329 -0.4804 -17.6772 0.101 -0.009 0.028 0.408
H -23.0417 -1.5178 -16.6534 0.044 -0.201 -0.027 0.217
H -24.0942 0.2412 -18.0481 -0.071 -0.013 0.037 0.298
C -19.7172 -2.1250 -16.4015 0.805 -0.896 0.338 -0.349
O -19.5055 -0.7390 -16.5206 -0.500 0.864 0.103 -0.554
H -19.9831 -2.3549 -15.3698 -0.101 0.250 0.001 0.224
H -20.4873 -2.5748 -17.0282 -0.151 0.384 -0.286 -0.021
H -18.7809 -2.6510 -16.5884 -0.007 -0.273 -0.094 0.366
H -18.9820 -0.5078 -17.2914 -0.054 -0.388 -0.045 0.297
C -24.1983 -4.0704 -15.3863 0.651 0.592 0.264 -0.301
O -22.8531 -3.8209 -15.0463 0.339 0.283 1.010 -0.607
H -24.2701 -3.6589 -16.3931 -1.061 -0.597 -0.199 0.081
H -24.4628 -5.1123 -15.2060 -0.063 -0.238 -0.769 0.022
H -24.8346 -3.5212 -14.6922 0.061 0.367 -0.097 0.376
H -22.2849 -4.2139 -15.7128 0.037 -0.103 0.018 0.153
C -25.6657 -5.3512 -18.2539 0.197 0.274 -0.153 -0.699
O -24.3898 -4.9637 -18.7755 -1.141 -0.244 -0.234 -0.525
H -25.6951 -6.3803 -17.8958 0.266 -0.042 0.227 0.270
H -25.9781 -4.6563 -17.4744 -0.019 -0.119 0.296 0.259
H -26.4483 -5.2938 -19.0104 0.356 0.155 -0.433 0.315
H -23.7220 -5.1641 -18.1156 0.025 0.005 0.024 0.270
C -22.2852 -7.0507 -21.1919 0.333 -0.344 -1.568 -0.230
O -22.6197 -8.3398 -21.7862 0.027 0.048 1.143 -0.537
H -22.3314 -7.0490 -20.1029 -0.510 -0.406 -0.269 -0.085
H -21.2589 -6.7952 -21.4554 0.220 0.012 0.063 0.286
H -22.9150 -6.2984 -21.6668 -0.207 0.214 0.543 0.298
H -22.5957 -8.3137 -22.7456 0.133 0.458 0.119 0.271
O -23.9254 -7.9212 -14.6190 -0.328 -0.379 0.500 -0.700
H -23.7727 -7.6110 -15.5116 0.227 0.031 -0.264 0.387
H -24.2699 -7.1578 -14.1553 0.003 0.154 0.129 0.316
O -19.4928 -4.7067 -19.1212 0.442 0.129 -0.459 -0.761
H -20.2135 -5.0473 -18.5913 -0.413 -0.120 0.021 0.185
H -19.8080 -3.8611 -19.4400 -0.060 0.185 -0.042 0.286
O -22.0750 -9.3648 -17.7683 -0.343 -0.737 0.108 -0.702
H -21.5852 -9.5301 -18.5739 0.088 0.048 -0.178 0.281
H -21.7883 -8.4959 -17.4871 0.058 -0.050 -0.078 0.375
O -18.3989 -5.9512 -16.8807 0.753 -0.156 0.313 -0.718
H -18.3893 -5.5573 -17.7531 0.022 0.166 -0.277 0.412
H -19.3260 -5.9926 -16.6464 -0.159 -0.049 0.296 0.329

(3)
48
Properties=species:S:1:pos:R:3:forces:R:3:mulliken_charge:R:1 method="wB97M-V/def2-TZVPD" homo_energy_ev="0.144 / -5.552" charge=-1 de_lowest_kcal_mol=0.0 spin_multiplicity=2
C 1.3756 0.0430 1.0529 -1.786 -0.483 -0.683 -0.126
N 0.1370 -0.4848 1.6444 1.058 -0.484 0.224 0.204
C -0.6272 0.3434 2.5156 0.028 1.754 0.906 -1.176
C -2.0160 0.7606 1.9879 -0.341 1.062 -0.172 2.006
C -2.2590 2.2546 2.3012 -0.884 1.237 0.456 -1.909
C -3.2581 -0.0166 2.3768 -1.641 0.530 -0.297 -1.793
C 1.3363 -0.2864 -0.4600 0.652 0.245 1.397 -0.999
N 2.6501 -0.0063 -1.0242 -0.270 0.645 -0.011 -0.509
H 2.2863 -0.4227 1.4323 0.125 0.067 0.426 0.154
H 1.3527 1.1093 1.2847 0.545 -0.018 -0.305 0.018
H -0.3796 -1.1069 1.0390 -0.162 0.187 0.151 0.133
H -0.5976 0.0795 3.5829 -0.691 -1.018 -0.082 0.289
H -0.1264 1.3241 2.6996 0.290 -0.474 -0.920 0.349
H -1.9221 0.7225 0.8929 -0.055 -0.199 0.161 -0.337
H -1.4755 2.9276 1.9537 0.528 -0.267 0.297 0.411
H -3.1402 2.7714 1.8758 -0.086 -1.036 -0.608 0.440
H -2.5093 2.4926 3.3539 0.825 -0.506 0.012 0.387
H -3.4553 -0.9144 1.7888 0.347 -0.195 0.373 0.277
H -3.4995 -0.1322 3.4278 1.020 -0.672 0.536 0.321
H -4.1510 0.6146 2.1943 0.352 0.013 -0.754 0.412
H 1.0420 -1.3449 -0.5048 0.101 0.117 -0.386 0.455
H 0.5785 0.3199 -0.9458 -0.046 -0.023 -0.150 0.009
H 2.5596 0.1979 -2.0058 0.290 -0.566 -0.294 0.319
H 3.3223 -0.7418 -0.8423 -0.157 0.080 -0.304 0.193
H 2.6677 2.3462 -1.1040 0.549 -0.135 0.016 0.353
H 2.2694 3.4397 -0.1892 -0.266 0.654 0.093 0.324
O 3.0223 3.1633 -0.7120 -0.362 -0.497 -0.306 -0.738
H 2.9814 2.5958 1.1766 0.211 0.005 -0.139 0.346
H 3.4865 2.6619 2.6009 -0.768 0.340 -0.346 0.305
O 2.7464 2.9685 2.0359 0.811 -0.325 0.828 -0.634
H 1.0419 -3.9345 3.4753 0.143 0.676 -1.070 0.411
H 1.5550 -3.1065 2.1467 -0.658 -0.530 1.020 0.359
O 1.7882 -3.6936 2.8950 0.456 -0.109 0.052 -0.884
H -1.4838 1.0449 -2.2913 0.366 -0.279 -0.721 0.201
H -2.1412 1.8474 -3.4023 -0.075 0.133 -0.136 0.316
O -1.2980 1.4488 -3.1711 -0.431 0.211 1.104 -0.614
H -2.6769 -3.8242 -0.2407 0.027 0.029 -0.131 0.274
H -2.9121 -3.1428 1.0958 -0.008 0.164 -0.453 0.267
O -2.9912 -2.9760 0.1263 0.022 -0.126 0.504 -0.578
H -0.7939 -1.5699 -1.2854 -0.051 -0.240 -0.088 0.113
H -2.3062 -1.4616 -1.0695 -0.056 -0.384 0.273 0.255
O -1.5468 -0.9871 -1.4315 -0.070 0.706 -0.285 -0.621
H -1.0040 -0.4333 -5.2240 -0.680 -0.716 -0.137 0.317
H -0.5165 0.8032 -4.5798 0.268 -0.265 -0.126 0.412
O -0.2718 0.1640 -5.2817 0.567 0.570 0.137 -0.788
H 1.4993 -2.5875 -3.7522 0.378 -0.503 -0.027 0.189
H 0.5416 -1.4786 -3.6197 0.123 0.011 0.567 0.284
O 1.1002 -2.0591 -3.0624 -0.535 0.613 -0.601 -0.399